[1]
Computed, not measured: a single C4H3NO3 molecule at a distorted geometry, with ωB97M-V with the def2-TZVPD basis set.

Summary:
**Gap between HOMO and LUMO**: 10.18 eV
**Total energy**: -434.6325 a.u.
**SMILES**: O=Cn1occc1=O
**HOMO level**: -10.0796 eV
**Energy relative to the best compared isomer or geometry (same formula, charge and spin)**: 59.49 kcal per mole

Geometry as XYZ:
```
11
Properties=species:S:1:pos:R:3:forces:R:3:mulliken_charge:R:1
C -1.90913 0.48171 0.04613 -1.967 0.373 -0.196 0.073
C 0.99820 -1.29007 0.00609 1.093 -0.835 -0.524 -0.056
C 1.62631 -0.12749 -0.06976 -0.471 1.117 0.235 -0.637
C 0.58063 0.91452 -0.03430 -0.701 0.309 0.424 0.606
H -2.06937 1.57110 0.15234 0.425 -0.273 -0.023 0.340
H 1.38683 -2.30380 0.07811 -0.154 0.289 -0.202 0.404
H 2.66578 -0.02864 -0.10337 1.177 0.493 0.003 0.410
N -0.58526 0.13692 0.16289 -0.175 -0.717 -0.745 0.200
O -2.84216 -0.27961 -0.12288 1.419 0.433 0.212 -0.485
O -0.30584 -1.18988 -0.05370 -1.805 -1.117 0.964 -0.257
O 0.45401 2.11524 -0.06154 1.160 -0.073 -0.148 -0.597
```
Forces are in eV/Å.

---

[2]
Computed, not measured: a molecular structure, C4H3NO3 at a distorted geometry, with ωB97M-V with the def2-TZVPD basis set.

Summary:
**Gap between HOMO and LUMO**: 10.02 eV
**Total energy**: -434.4783 a.u.
**HOMO level**: -9.6318 eV
**Energy relative to the best compared isomer or geometry (same formula, charge and spin)**: 156.26 kcal per mole

Geometry as XYZ:
```
11
Properties=species:S:1:pos:R:3:forces:R:3:mulliken_charge:R:1
C -1.27415 0.09034 -0.19940 2.977 -2.759 1.689 0.142
C 0.71878 0.82846 -0.21726 4.258 -2.244 -0.374 0.553
C 1.39490 -0.98635 0.05642 3.630 -1.151 2.474 -0.141
C 0.04603 -0.42343 -0.33532 -1.575 2.862 0.113 0.126
H -3.11220 0.18860 -0.09927 0.772 -2.550 0.459 0.386
H 1.46715 -1.13854 1.27888 -0.313 -0.014 -3.320 0.187
H 2.15546 -1.80208 -0.48739 -2.579 2.291 1.090 0.254
N 0.15380 1.92238 -0.03234 -0.740 1.372 0.485 -0.509
O -2.48000 -0.63037 0.01094 0.851 5.476 -1.094 -0.449
O -1.11635 1.44741 0.07629 -5.294 -0.701 -0.938 -0.133
O 2.04658 0.50359 -0.05156 -1.987 -2.582 -0.584 -0.416
```
Forces are in eV/Å.

---

[3]
Computed, not measured: a molecular structure, C4H3NOS at a distorted geometry, with ωB97M-V with the def2-TZVPD basis set.

Summary:
**Gap between HOMO and LUMO**: 9.84 eV
**Total energy**: -682.2716 a.u.
**HOMO level**: -9.2773 eV
**Energy relative to the best compared isomer or geometry (same formula, charge and spin)**: 62.17 kcal per mole

Geometry as XYZ:
```
10
Properties=species:S:1:pos:R:3:forces:R:3:mulliken_charge:R:1
C -1.03033 0.97771 0.48379 -1.629 0.554 -0.141 -0.358
C 1.02545 0.27325 0.26715 -3.307 4.644 1.102 0.430
C 0.01976 -1.26974 -0.81576 0.788 -1.888 -0.798 -0.305
C -0.23596 -0.06879 -0.27398 -0.650 -0.558 1.144 0.094
H -1.69888 0.59181 1.28716 0.380 0.267 -0.770 0.284
H -1.50712 1.80089 -0.09466 -0.045 -1.017 0.184 0.276
H -0.51661 -2.23941 -1.22742 1.152 2.613 0.759 0.315
N 2.03476 -0.32611 -0.02297 2.886 -4.201 -1.800 -0.418
O 1.40997 -1.42376 -0.76832 -0.230 -0.728 -0.341 -0.176
S 0.49896 1.68414 1.16502 0.654 0.314 0.659 -0.142
```
Forces are in eV/Å.

---

[4]
Computed, not measured: a single C4H3NOS molecule at a distorted geometry, with ωB97M-V with the def2-TZVPD basis set.

Summary:
**Gap between HOMO and LUMO**: 7.85 eV
**Total energy**: -682.3496 a.u.
**SMILES**: CC(=O)C(=S)C#N
**HOMO level**: -9.9664 eV
**Energy relative to the best compared isomer or geometry (same formula, charge and spin)**: 13.27 kcal per mole

Geometry as XYZ:
```
10
Properties=species:S:1:pos:R:3:forces:R:3:mulliken_charge:R:1
C -0.77915 -0.64969 -1.03123 -0.047 0.254 0.090 -0.956
C -0.37431 0.59609 -0.29171 0.226 0.492 -1.086 0.636
C 0.31155 0.40113 1.02368 -1.042 -0.420 2.438 0.069
C 1.73748 0.31776 1.12110 2.038 -0.075 -0.198 0.221
H 0.08836 -1.26962 -1.24411 0.143 -0.138 0.222 0.331
H -1.21487 -0.36374 -1.97151 -0.239 0.190 -0.360 0.293
H -1.50635 -1.21413 -0.45598 0.027 -0.166 0.158 0.323
N 2.90060 0.22037 1.17779 -2.170 0.184 -0.099 -0.331
O -0.53229 1.71951 -0.70801 0.003 -0.518 0.300 -0.484
S -0.63102 0.24232 2.37998 1.061 0.197 -1.465 -0.103
```
Forces are in eV/Å.

---

[5]
Computed, not measured: a single C4H3NOS molecule at a distorted geometry, with ωB97M-V with the def2-TZVPD basis set.

Summary:
**Gap between HOMO and LUMO**: 7.78 eV
**Total energy**: -682.3454 a.u.
**SMILES**: CC(=O)C(=S)C#N
**HOMO level**: -9.9032 eV
**Energy relative to the best compared isomer or geometry (same formula, charge and spin)**: 15.88 kcal per mole

Geometry as XYZ:
```
10
Properties=species:S:1:pos:R:3:forces:R:3:mulliken_charge:R:1
C -0.77156 1.21597 -1.68904 0.259 -1.676 -0.060 -0.858
C -0.27331 1.08262 -0.25855 -0.890 -1.810 -2.870 0.594
C 0.12155 -0.31371 0.16394 -1.758 -1.231 0.907 0.000
C 1.48194 -0.66004 0.06228 1.298 -0.119 0.258 0.254
H 0.02535 0.92187 -2.41299 -0.684 0.141 0.419 0.315
H -1.03940 2.23882 -1.79348 -0.262 0.802 -0.376 0.285
H -1.67069 0.54948 -1.81136 0.921 0.598 -0.028 0.292
N 2.62103 -0.84572 0.07623 -0.447 -0.026 -0.194 -0.329
O -0.32756 1.98383 0.47696 0.339 2.250 2.600 -0.445
S -1.02461 -1.35061 0.74980 1.224 1.070 -0.655 -0.108
```
Forces are in eV/Å.

---

[6]
Computed, not measured: a single C4H3NOS2 molecule at a distorted geometry, with ωB97M-V with the def2-TZVPD basis set.

Summary:
**Gap between HOMO and LUMO**: 6.97 eV
**Total energy**: -1080.5106 a.u.
**SMILES**: ON1C(=S)C=CC1=S
**HOMO level**: -9.0909 eV
**Energy relative to the best compared isomer or geometry (same formula, charge and spin)**: 49.34 kcal per mole

Geometry as XYZ:
```
11
Properties=species:S:1:pos:R:3:forces:R:3:mulliken_charge:R:1
C 1.19544 0.20726 -0.09688 -1.746 0.131 0.411 0.152
C 0.80490 1.62722 -0.07367 -0.883 0.670 0.074 -0.318
C -0.54517 1.73672 0.01401 1.144 1.424 0.229 -0.387
C -1.12439 0.40985 0.01742 -0.483 -2.038 -0.666 0.194
H -1.06431 -2.01272 0.24765 0.722 0.709 -0.371 0.326
H 1.56387 2.41070 -0.06394 -0.414 -0.263 -0.054 0.424
H -1.10831 2.66891 0.13452 0.170 -0.632 -0.175 0.406
N -0.04861 -0.44392 -0.11041 0.474 0.734 0.259 0.212
O -0.15008 -1.78922 -0.08614 -0.384 -0.983 0.189 -0.357
S 2.66895 -0.36948 0.08031 0.632 -0.589 -0.155 -0.265
S -2.65864 -0.22627 0.04335 0.769 0.838 0.260 -0.389
```
Forces are in eV/Å.

---

[7]
Computed, not measured: a single C4H3NS molecule at a distorted geometry, with ωB97M-V with the def2-TZVPD basis set.

Summary:
**Gap between HOMO and LUMO (spin up / spin down)**: 6.11 / 6.06 eV
**Total energy**: -606.9866 a.u.
**HOMO level (spin up / spin down)**: -7.7445 / -7.6927 eV
**Energy relative to the best compared isomer or geometry (same formula, charge and spin)**: 76.19 kcal per mole

Geometry as XYZ:
```
9
Properties=species:S:1:pos:R:3:forces:R:3:mulliken_charge:R:1
C 0.00856 -0.10899 -0.05489 1.716 0.704 -0.297 -0.413
C 0.79138 -0.19994 -1.15441 2.910 0.961 1.662 0.205
C -1.34341 -0.31091 -0.20609 -5.109 -2.610 -3.581 0.107
C 0.23407 -0.66600 -2.32139 -2.265 -0.246 0.689 -0.164
N -1.95921 -0.78978 -1.27038 4.044 1.501 1.187 -0.565
S 0.30444 -1.19688 -3.74740 0.213 -0.289 -1.088 -0.282
H 0.24490 0.15723 0.95646 1.153 0.225 0.156 0.343
H 1.90872 0.09090 -1.08179 -1.968 -0.695 -0.362 0.344
H -1.98826 -0.20189 0.61591 -0.694 0.449 1.634 0.424
```
Forces are in eV/Å.

---

[8]
Computed, not measured: a molecular structure, C4H3NiO at a distorted geometry, with ωB97M-V with the def2-TZVPD basis set.

Summary:
**Gap between HOMO and LUMO (spin up / spin down)**: 6.79 / 7.95 eV
**Total energy**: -1737.2329 a.u.
**Spin multiplicity**: 3
**Net charge**: +1
**HOMO level (spin up / spin down)**: -12.5015 / -13.7006 eV
**Energy relative to the best compared isomer or geometry (same formula, charge and spin)**: 17.82 kcal per mole

Geometry as XYZ:
```
9
Properties=species:S:1:pos:R:3:forces:R:3:mulliken_spin:R:1
C 0.26389 0.34934 1.90351 0.048 -2.297 1.051 -0.017
C 0.35395 -0.48056 0.80489 0.332 2.440 1.137 0.220
C 0.07862 0.30399 -0.18913 -0.503 -0.950 -0.627 0.518
C -0.24467 0.38466 -1.51571 1.421 -1.016 -2.587 0.109
O -0.52269 -0.66708 -2.22032 -0.521 2.627 0.825 0.197
Ni -0.46509 -2.33885 -1.53961 -0.050 -1.180 0.407 0.960
H -0.64812 0.35546 2.50719 0.101 0.251 -0.047 -0.001
H 1.16646 0.79968 2.32584 -0.266 0.316 -0.290 -0.008
H 0.01765 1.29335 -2.07666 -0.563 -0.190 0.130 0.022
```
Forces are in eV/Å.

---

[9]
Computed, not measured: 2 unconnected molecules or ions with the total composition C4H3O2 at a distorted geometry, with ωB97M-V with the def2-TZVPD basis set.

Summary:
**Gap between HOMO and LUMO (spin up / spin down)**: 5.70 / 5.69 eV
**Total energy**: -304.0796 a.u.
**Net charge**: +1
**HOMO level (spin up / spin down)**: -14.5968 / -14.5952 eV
**Energy relative to the best compared isomer or geometry (same formula, charge and spin)**: 165.78 kcal per mole

Geometry as XYZ:
```
9
Properties=species:S:1:pos:R:3:forces:R:3:mulliken_charge:R:1
C 1.22784 2.62563 -0.66716 0.197 0.325 0.116 0.057
C 0.55428 1.69934 -0.91857 -5.373 -5.022 -2.109 -0.680
C -1.34672 -1.34390 -0.08344 0.142 1.562 -0.887 0.134
C -1.13786 0.42170 -1.60266 4.905 6.499 -6.089 0.550
O -1.53495 0.60406 -2.69650 0.160 -1.446 2.899 -0.174
O -1.42264 -0.09383 -0.50032 -2.185 -4.965 5.784 -0.024
H 1.98830 3.18210 -0.32666 2.128 2.154 0.843 0.471
H -1.68466 -1.50362 1.02500 0.741 0.212 -2.203 0.340
H -0.92231 -2.06383 -0.87863 -0.714 0.680 1.646 0.326
```
Forces are in eV/Å.

---

[10]
Computed, not measured: 2 unconnected molecules or ions with the total composition C4H3O2 at a distorted geometry, with ωB97M-V with the def2-TZVPD basis set.

Summary:
**Gap between HOMO and LUMO**: 7.63 eV
**Total energy**: -304.2576 a.u.
**Net charge**: +1
**HOMO level**: -14.5587 eV
**Energy relative to the best compared isomer or geometry (same formula, charge and spin)**: 54.10 kcal per mole

Geometry as XYZ:
```
9
Properties=species:S:1:pos:R:3:forces:R:3:mulliken_charge:R:1
C -2.12217 1.36850 0.22450 0.972 -0.639 -2.904 0.247
C -1.98631 1.31824 -0.99350 -1.304 0.940 3.485 -0.133
C 1.12199 -0.68016 -0.09094 0.709 2.586 0.402 -0.087
C -1.69812 1.26231 -2.26861 1.036 -0.939 -2.860 0.542
O 0.06351 -0.14760 -0.31948 -0.563 -0.694 -0.066 -0.373
O -1.38818 1.09889 -3.34682 -0.562 0.536 1.306 -0.080
H -1.94820 1.17232 1.24687 -0.425 0.260 0.949 0.410
H 1.77271 -0.98300 -0.88215 0.286 -1.183 -0.815 0.252
H 1.62041 -0.44882 0.85770 -0.149 -0.867 0.502 0.223
```
Forces are in eV/Å.

---

[11]
Computed, not measured: 2 unconnected molecules or ions with the total composition C4H3O4 at a distorted geometry, with ωB97M-V with the def2-TZVPD basis set.

Summary:
**Gap between HOMO and LUMO**: 6.75 eV
**Total energy**: -455.1849 a.u.
**Net charge**: -1
**HOMO level**: -2.7927 eV
**Energy relative to the best compared isomer or geometry (same formula, charge and spin)**: 36.05 kcal per mole

Geometry as XYZ:
```
11
Properties=species:S:1:pos:R:3:forces:R:3:mulliken_charge:R:1
C -1.15055 1.78723 -0.19584 -1.757 0.893 -1.367 -0.032
C -0.24548 0.79578 -0.10401 0.658 -0.329 1.588 0.739
C 2.08015 -0.87959 -0.45677 -2.285 -0.821 -1.236 0.715
C -0.89654 -0.40859 0.59363 -0.656 -0.180 -1.393 -0.917
O 2.93884 -0.75730 0.28578 3.163 1.124 2.574 -0.436
O -2.15177 2.31145 -0.67844 1.845 -0.623 0.934 -0.556
O 1.06436 0.79584 -0.17171 -0.051 0.254 -0.569 -0.731
O 1.50641 -1.56067 -1.22573 -1.026 -0.027 -1.168 -0.509
H -1.99190 -0.16257 0.68978 0.992 -0.743 0.340 0.270
H -0.39580 -0.79738 1.52057 -0.507 0.662 -0.797 0.220
H -0.75772 -1.12420 -0.25726 -0.376 -0.209 1.094 0.236
```
Forces are in eV/Å.

---

[12]
Computed, not measured: a gas-phase ion, C4H3O4 (charge -1) at a distorted geometry, with ωB97M-V with the def2-TZVPD basis set.

Summary:
**Gap between HOMO and LUMO**: 7.86 eV
**Total energy**: -455.2038 a.u.
**Net charge**: -1
**SMILES**: CC(=C=O)OC(=O)[O-]
**HOMO level**: -4.1170 eV
**Energy relative to the best compared isomer or geometry (same formula, charge and spin)**: 24.21 kcal per mole

Geometry as XYZ:
```
11
Properties=species:S:1:pos:R:3:forces:R:3:mulliken_charge:R:1
C 0.89834 -1.19120 0.14312 -1.095 0.725 0.883 0.410
C 1.14567 -1.74243 1.31615 1.434 -0.075 0.680 0.514
C -0.08711 -2.75828 -1.49020 1.133 -0.884 -1.180 0.610
C 0.17726 0.17968 0.22841 3.751 -0.328 -3.461 -1.097
O 1.62038 -2.02473 2.37142 -0.833 -0.014 -0.800 -0.518
O 0.32024 -3.42020 -2.46348 -0.720 0.941 1.126 -0.700
O 0.99986 -1.79369 -1.05089 0.601 -0.358 -0.430 -0.454
O -1.08728 -2.70929 -0.80305 -0.587 0.003 0.184 -0.635
H -0.34427 0.25452 1.10597 -1.379 0.672 2.033 0.382
H -0.44003 0.07985 -0.67574 -0.254 0.680 0.494 0.273
H 1.02001 1.00646 0.06082 -2.051 -1.364 0.471 0.214
```
Forces are in eV/Å.

---

> energy relative to the best compared isomer or geometry (same formula, charge and spin) of number 4 (C4H3NOS)?

13.27 kcal per mole

---

> Number 2 is which compound?

C4H3NO3

---

> energy relative to the best compared isomer or geometry (same formula, charge and spin) of number 1 (C4H3NO3)?

59.49 kcal per mole

---

> Among the records above, which one has the highest total energy?

number 9